# C62H69AsFN7O4P2Se2Ti

A molecular structure, C62H69AsFN7O4P2Se2Ti at a distorted geometry (ωB97M-V/def2-TZVPD, OMol25).

Structure (XYZ):
```
149
Properties=species:S:1:pos:R:3:forces:R:3:mulliken_charge:R:1
Ti -0.267183 -1.175388 0.156993 -1.930 -0.539 -0.610 0.491
C 6.368503 1.114649 3.350919 0.029 0.028 0.010 -0.894
C 5.843087 -0.306880 3.457769 -0.051 -0.067 -0.007 -1.214
N 4.803307 -0.594226 2.456874 -0.044 -0.046 0.026 0.193
C 3.514926 -0.435180 2.811144 -0.039 0.070 -0.075 -0.237
C 2.453744 -0.580178 1.967156 0.029 -0.092 0.032 -0.490
C 1.095720 -0.209055 2.501476 0.257 0.093 0.220 0.028
O 0.933636 -0.045715 3.687195 -0.038 0.039 -0.123 -0.789
O 0.209775 -0.021013 1.566026 -0.331 0.317 -0.168 0.255
C 2.674708 -1.017893 0.635176 -0.060 0.062 0.102 -0.013
O 1.753223 -1.305106 -0.178409 0.652 -0.339 0.141 0.697
C 4.069038 -1.123985 0.232518 -0.081 0.097 -0.181 0.485
C 4.396819 -1.388518 -1.101847 0.035 -0.048 0.081 -0.179
C 5.695206 -1.410777 -1.510975 0.013 0.060 0.000 0.602
F 5.933569 -1.650541 -2.821287 -0.056 0.004 0.004 -0.408
C 6.770288 -1.169691 -0.629078 -0.045 -0.090 -0.028 -0.927
C 6.441214 -0.940574 0.697141 -0.080 -0.046 0.044 -0.581
C 5.109232 -0.891777 1.139674 0.114 0.077 -0.008 0.199
N 8.127335 -1.186506 -1.033362 0.079 0.080 0.097 0.199
C 8.480482 -1.424256 -2.436603 -0.010 -0.061 -0.063 -0.619
C 10.003834 -1.414864 -2.580183 0.047 -0.036 0.055 -0.787
N 10.589965 -1.907651 -1.289921 0.001 0.013 0.026 -0.121
C 10.391113 -0.868162 -0.211845 0.034 -0.037 -0.057 -0.855
C 9.032013 -0.205449 -0.442424 0.011 0.073 0.006 -0.229
H 7.137823 1.286869 4.103369 -0.003 -0.007 -0.002 0.429
H 5.564991 1.831308 3.519860 -0.011 -0.001 -0.001 0.293
H 6.792573 1.322073 2.367502 0.001 -0.008 -0.003 0.257
H 5.382902 -0.472285 4.429827 0.018 0.019 0.007 0.535
H 6.628465 -1.056975 3.364278 0.021 0.033 -0.006 0.497
H 3.315979 -0.152874 3.838239 0.018 0.003 0.006 0.720
H 3.607573 -1.535737 -1.826095 0.008 0.005 -0.005 0.224
H 7.222996 -0.795502 1.424176 0.060 -0.004 -0.033 0.900
H 8.070124 -0.675869 -3.120564 0.032 0.001 0.018 0.374
H 8.099952 -2.397670 -2.738984 -0.015 0.029 -0.011 0.472
H 10.416609 -0.420346 -2.736205 -0.017 0.000 -0.038 0.344
H 10.333028 -2.060069 -3.390701 -0.017 -0.008 0.002 0.417
H 11.578321 -2.139181 -1.390666 0.001 0.017 -0.003 0.345
H 10.100843 -2.760730 -1.012671 -0.001 0.001 -0.010 0.376
H 11.213004 -0.159049 -0.290949 -0.011 0.011 0.025 0.370
H 10.450328 -1.384998 0.743471 -0.023 0.007 0.003 0.420
H 9.130324 0.675683 -1.087728 0.016 -0.022 -0.017 0.285
H 8.666335 0.159069 0.509836 -0.049 -0.005 0.009 0.141
Se -2.645233 -1.179510 2.814094 -0.029 -0.280 -0.150 -0.017
Se -2.810906 -1.347112 -0.079104 0.988 0.210 0.388 -0.310
C -3.435152 0.463500 -0.015370 -0.134 0.042 0.162 -0.072
C -4.776315 0.724069 -0.277076 -0.011 -0.025 0.034 -0.969
C -5.209092 2.039154 -0.253282 0.034 0.065 0.004 -0.523
C -4.292333 3.039593 0.034698 -0.055 -0.058 -0.016 -1.082
C -2.979666 2.672899 0.280022 0.042 0.038 -0.028 0.019
N -2.546161 1.412782 0.250997 0.106 0.022 -0.110 0.575
C -1.393120 -2.568310 2.738865 -0.235 0.281 0.206 -0.316
C -1.428355 -3.556944 3.743754 0.063 -0.219 0.007 -0.926
C -0.496270 -4.562714 3.770791 -0.100 0.045 0.026 -0.787
C 0.486439 -4.605692 2.773942 -0.044 0.119 -0.147 -1.251
C 0.459769 -3.632694 1.808675 0.091 -0.258 -0.038 -0.475
N -0.452968 -2.638023 1.767112 0.266 0.387 -0.246 1.354
H -5.461243 -0.086636 -0.483670 0.019 -0.015 0.000 0.465
H -6.246224 2.277573 -0.449522 -0.001 -0.001 -0.001 0.459
H -4.582084 4.080493 0.070786 -0.006 -0.002 -0.003 0.518
H -2.234325 3.427869 0.508503 -0.060 0.005 -0.052 0.260
H -2.208941 -3.496710 4.487716 0.010 0.011 0.009 0.539
H -0.528936 -5.314271 4.548857 0.020 0.009 0.010 0.459
H 1.247052 -5.373211 2.752159 0.012 0.000 -0.006 0.587
H 1.192999 -3.619585 1.009494 0.026 0.004 0.096 0.529
C 0.322672 3.462177 1.493221 0.066 -0.069 0.143 -1.723
P 1.363115 2.830293 0.121290 0.079 -0.219 0.077 1.066
C 0.196999 3.321638 -1.234519 -0.096 0.014 -0.175 -0.803
N -0.068142 4.601037 -1.334708 -0.034 -0.077 -0.050 0.211
C -0.975952 5.023095 -2.249392 0.001 0.027 0.027 0.223
C -1.284909 6.398939 -2.353020 -0.010 0.019 -0.008 -0.720
C -2.217412 6.811064 -3.260317 0.033 0.029 0.034 -0.582
C -2.874327 5.877924 -4.097622 -0.019 -0.057 -0.031 -0.591
C -2.589673 4.545648 -4.015192 -0.008 0.026 -0.015 -0.547
C -1.628518 4.097303 -3.081058 0.012 -0.050 -0.008 0.245
N -1.342897 2.774874 -2.986908 -0.032 0.121 0.132 -0.020
C -0.470820 2.372654 -2.097239 -0.055 0.130 -0.027 -0.814
P -0.256559 0.525262 -2.112311 0.155 -0.007 0.287 2.344
C -1.702361 0.039902 -3.110417 0.033 -0.068 -0.017 -1.171
C 1.148908 0.332516 -3.334730 0.028 -0.043 -0.190 2.077
C 2.411178 0.962499 -2.749013 -0.069 0.128 0.025 -1.933
C 1.358571 -1.169397 -3.554417 0.040 -0.008 0.004 -1.408
C 0.867227 1.000823 -4.683664 0.041 0.001 -0.007 -1.921
C 2.741519 4.117972 0.092466 0.038 -0.020 0.011 2.089
C 3.768634 3.572231 1.097637 0.013 0.001 0.033 -2.013
C 2.348936 5.532297 0.520401 -0.023 0.011 0.003 -1.821
C 3.396047 4.164721 -1.287463 -0.008 -0.066 -0.033 -1.697
H 0.860091 3.392886 2.440321 0.017 -0.022 -0.003 0.499
H -0.558431 2.830827 1.574064 -0.006 -0.157 0.057 0.192
H 0.025791 4.496846 1.322966 -0.030 -0.030 -0.028 0.568
H -0.770702 7.091173 -1.699488 -0.009 0.013 -0.005 0.504
H -2.463991 7.861031 -3.345646 0.007 0.000 0.005 0.425
H -3.609091 6.232134 -4.808380 -0.002 -0.005 0.002 0.427
H -3.077997 3.811270 -4.641918 -0.007 0.007 -0.004 0.481
H -1.721350 0.526348 -4.080997 0.012 -0.010 0.008 0.626
H -2.611263 0.305474 -2.574005 0.016 0.018 0.018 0.459
H -1.670673 -1.044878 -3.216302 -0.010 -0.030 0.003 -0.436
H 2.616779 0.626204 -1.733438 -0.009 -0.021 0.037 -0.171
H 2.316373 2.050403 -2.722558 0.009 -0.068 -0.008 0.721
H 3.267168 0.725974 -3.389868 0.002 -0.014 0.008 0.608
H 1.425911 -1.707228 -2.605420 0.014 0.041 -0.020 -0.629
H 2.282240 -1.330157 -4.120975 0.000 -0.003 -0.023 0.691
H 0.544913 -1.609639 -4.133158 -0.032 0.009 0.022 0.442
H 0.586117 2.048430 -4.571506 0.023 -0.021 -0.016 0.338
H 0.080482 0.493187 -5.240175 -0.022 0.000 0.013 0.358
H 1.773609 0.962115 -5.294874 0.005 -0.016 -0.002 0.488
H 3.340944 3.485885 2.101388 0.017 -0.007 -0.032 0.330
H 4.621156 4.255714 1.159127 -0.010 -0.012 0.003 0.557
H 4.134290 2.585377 0.792809 -0.012 0.008 0.015 0.228
H 2.005353 5.558827 1.554808 0.005 0.006 0.001 0.357
H 1.563385 5.937093 -0.113029 0.020 0.009 0.001 0.200
H 3.223370 6.186228 0.450705 0.010 -0.024 0.004 0.541
H 3.784693 3.185205 -1.579993 -0.030 0.029 0.003 0.175
H 4.237790 4.862572 -1.266919 -0.002 -0.001 0.004 0.570
H 2.700867 4.510214 -2.054615 -0.011 0.000 -0.009 0.273
O -0.446997 -2.803844 -1.045973 0.418 0.587 0.048 0.690
As -0.275947 -4.326420 -1.705928 -0.075 -0.237 0.038 1.600
C -0.348685 -4.212227 -3.608022 -0.012 -0.012 0.045 0.284
C -1.515051 -3.698301 -4.169425 -0.054 0.030 0.030 -0.702
C -1.605501 -3.555669 -5.544053 0.016 -0.003 -0.003 -0.738
C -0.537226 -3.930125 -6.351069 -0.017 0.008 0.001 -0.590
C 0.616935 -4.455560 -5.788957 -0.005 -0.009 0.010 -0.761
C 0.715309 -4.600551 -4.411544 0.050 -0.032 -0.005 -0.212
C 1.390077 -5.098169 -1.155469 0.000 0.046 -0.049 0.013
C 2.574252 -4.410917 -1.408451 -0.034 0.034 -0.031 0.424
C 3.774222 -4.917785 -0.939862 0.034 -0.036 0.031 -0.702
C 3.792356 -6.108102 -0.221667 -0.003 0.010 -0.015 -0.709
C 2.612240 -6.791539 0.029204 -0.017 0.009 -0.007 -0.898
C 1.404661 -6.285659 -0.434592 -0.043 -0.053 -0.026 -0.522
C -1.708181 -5.424451 -1.103393 0.054 0.013 -0.033 0.002
C -2.085495 -6.534231 -1.854039 -0.019 -0.031 -0.016 -0.582
C -3.115668 -7.341997 -1.397644 -0.003 0.026 0.018 -0.823
C -3.760997 -7.033560 -0.205917 0.011 -0.016 -0.017 -0.585
C -3.381690 -5.922831 0.534967 -0.009 0.000 -0.003 -1.113
C -2.348393 -5.111987 0.089883 -0.003 0.063 0.072 0.084
H -2.349655 -3.411804 -3.538108 0.009 0.002 0.007 0.502
H -2.509011 -3.158020 -5.986507 0.002 0.000 0.000 0.451
H -0.612293 -3.820975 -7.424886 0.006 0.001 0.000 0.432
H 1.439528 -4.758441 -6.422752 0.002 -0.002 0.002 0.454
H 1.614642 -5.019822 -3.977018 -0.007 0.013 0.017 0.479
H 2.552728 -3.478427 -1.959715 -0.011 -0.020 0.022 0.196
H 4.697808 -4.386642 -1.134449 -0.008 0.008 -0.002 0.508
H 4.730764 -6.506222 0.141642 0.000 -0.001 0.004 0.435
H 2.627547 -7.717729 0.587793 0.000 -0.002 0.003 0.460
H 0.481522 -6.813071 -0.225911 -0.004 0.012 -0.001 0.450
H -1.594403 -6.764793 -2.792840 0.011 0.015 0.004 0.460
H -3.421563 -8.203945 -1.974810 0.001 -0.001 0.000 0.436
H -4.570281 -7.661713 0.141999 -0.001 0.002 0.004 0.419
H -3.893983 -5.678727 1.456001 0.004 0.001 0.003 0.518
H -2.057827 -4.237799 0.660576 -0.008 -0.018 -0.031 0.087
```
Positions in Å, forces in eV/Å.

As for the max |F|: 2.09 eV/A. As for the total energy: -319967.40602 eV. The HOMO energy (spin up / spin down) comes out at -9.2 / -9.2 eV. Its total charge is +2.